Formula: C5H10N2
Source: the Open Molecules 2025 dataset
Level of theory: wB97M-V/def2-TZVPD

Last column: natural (NBO) charge in e.
Atoms and positions in Å:
C (1.6416, -1.9336, 0.8648)  -0.0804
N (0.5292, -2.1204, 0.2711)  -0.3825
C (-0.5311, -0.9381, 0.3649)  -0.2595
C (-0.2359, -0.0038, -0.7693)  -0.0841
C (0.8854, 0.9880, -0.5319)  -0.6394
N (-1.6706, 0.7121, -1.0115)  -0.3786
C (-2.0424, 1.6210, -0.2023)  -0.0877
H (1.9324, -0.9926, 1.3625)  0.1409
H (2.3947, -2.7381, 0.8782)  0.1761
H (-0.4692, -0.4630, 1.3486)  0.1841
H (-1.4936, -1.4440, 0.2649)  0.2227
H (-0.0465, -0.5572, -1.6941)  0.2167
H (1.8626, 0.5203, -0.6868)  0.2242
H (0.8661, 1.3933, 0.4842)  0.2011
H (0.8026, 1.8376, -1.2195)  0.2273
H (-1.4523, 1.9399, 0.6743)  0.1401
H (-2.9729, 2.1785, -0.3982)  0.1788

Cartesian forces (eV/Å) of the 2 atoms listed first:
-0.6 0.0 -0.4
-0.5 1.5 1.0

Calculated values
E_tot ... -8325.1907 eV
Highest occupied orbital energy ... -9.247 eV
SMILES ... C=NC[C@H](C)N=C
Relative energy (zero: lowest compared OMol25 entry of this formula, charge and spin) ... 49.4 kcal per mole
LUMO ... 1.0 eV
Spin multiplicity ... 1